118
Properties=species:S:1:pos:R:3:forces:R:3:mulliken_charge:R:1 method="wB97M-V/def2-TZVPD" total_charge=-1 lumo_energy_ev=0.25 gap_ev=4.207 e_tot_ha=-3407.16510
S -2.2902 -4.5119 3.8682 3.024 1.084 2.902 1.25
Al 1.2993 -5.6898 0.9464 -0.109 0.384 -0.047 -0.05
F -3.1012 -3.0542 4.3938 1.342 -3.052 -0.826 -0.38
F -3.2587 -6.9904 1.5406 0.572 4.676 -0.494 -0.31
F -4.7761 -4.5622 2.7154 4.672 0.367 -1.065 -0.28
F -3.1714 -3.1002 1.7265 -0.436 -4.571 1.990 -0.25
F -3.5067 -5.5125 4.6279 2.941 2.017 -1.340 -0.36
F -4.0763 -5.2951 0.1123 2.127 -0.489 3.161 -0.36
F -1.3493 -5.8603 3.4274 -2.581 2.685 0.904 -0.24
F -1.0555 -3.5007 3.1545 -3.015 -2.345 1.696 -0.20
F -1.4227 -4.4577 5.3457 -1.895 -0.244 -2.785 -0.31
N -3.1624 8.1701 -4.7541 -3.931 -9.029 -1.576 -0.55
N -2.6054 3.4503 -1.8503 1.413 9.869 -0.033 -0.57
N 0.3387 3.3645 -5.5080 8.989 -4.314 -0.132 -0.57
N 0.7147 -2.5209 -2.8604 -5.332 6.472 -7.055 -0.60
N 7.2946 -3.8994 4.2973 1.677 10.027 0.170 -0.58
N 1.8946 -0.0304 -1.4441 1.487 10.050 -0.335 -0.44
N 1.1695 -0.0381 6.8701 -6.054 -6.700 4.381 -0.51
C 1.4742 2.8164 -5.5192 -7.664 3.585 0.398 0.23
C 7.4259 -0.5796 5.6794 -0.181 0.033 0.373 -0.39
C 3.4974 2.3505 -6.9020 0.041 0.061 -0.409 -0.58
C -1.5956 -5.3294 0.3393 0.677 -0.204 -0.410 -0.61
C 7.4799 -2.6522 4.2924 -1.150 -8.359 -0.272 0.33
C -3.3163 -4.4745 2.3366 -4.206 2.143 -2.960 0.69
C 0.0514 -1.6938 -3.5428 4.596 -5.469 4.115 0.31
C -3.6521 7.0254 -4.9539 3.505 7.544 1.350 0.27
C -2.5506 -0.4741 7.6233 -0.110 0.069 -0.002 -1.29
C 1.5585 -1.9219 0.7895 -1.099 -2.006 -2.647 -0.60
C 2.7816 -7.0603 1.3094 2.615 -0.448 0.200 -0.33
C -6.6143 6.5572 -5.0348 -0.141 0.038 0.020 -1.16
C 2.6898 1.7321 -8.0386 -0.008 -0.052 -0.138 -1.18
C -0.7483 -0.6965 -4.3653 0.488 -0.636 0.934 0.06
C -1.8911 -1.8388 7.4522 -0.317 0.163 -0.282 -0.12
C 2.0259 3.2893 -0.0619 -0.141 0.073 0.367 -0.66
C 1.9552 -4.3785 -0.4875 0.909 2.125 -1.040 -0.58
C -3.9076 6.5315 -0.0046 -0.097 0.015 0.100 -1.14
C -0.5346 -6.5692 0.4504 0.145 -0.856 -0.256 -0.56
C 4.0068 -6.2228 2.0757 4.800 4.778 4.576 -0.17
C 7.7033 -1.1487 4.2867 -0.114 -1.091 0.230 -0.31
C -2.4201 4.6975 -1.8552 -1.142 -8.371 -0.270 0.22
C -3.0113 -5.5490 1.1609 -0.588 -1.529 -3.264 0.72
C 5.9924 -0.8182 6.1430 -0.108 0.036 0.075 -1.16
C -2.4741 6.7701 -0.4681 -0.154 0.036 0.373 -0.50
C -4.2424 5.6456 -5.1949 0.295 1.035 -0.074 -0.09
C 0.5924 3.0508 0.4016 -0.104 0.040 0.070 -0.75
C 2.8431 2.1559 -5.5328 -0.885 0.594 -0.164 -0.06
C -2.1967 6.2010 -1.8609 -0.113 -1.098 0.301 0.23
C 2.0799 1.2168 -1.4490 -1.142 -8.154 -0.356 0.22
C -2.0675 -0.3825 -3.6571 -0.323 -0.004 0.236 -0.45
C 2.3033 2.7202 -1.4547 -0.129 -1.142 0.326 -0.09
C -2.9467 -1.6144 -3.4671 -0.097 -0.052 0.049 -1.04
C -0.4968 -1.9085 8.0779 0.505 0.680 -0.710 -0.34
C -5.6066 5.7787 -5.8745 -0.377 0.173 -0.101 -0.54
C 0.4140 -0.8861 7.4178 5.364 5.630 -3.522 0.19
C 1.2966 -2.8854 -0.3154 0.745 1.478 2.933 0.30
C 4.9457 -5.4364 2.8036 -6.964 -4.376 -4.666 -0.32
H 2.7312 1.0897 -5.3079 -0.152 0.173 0.051 0.34
H -2.8579 6.6609 -2.6032 0.140 -0.181 0.117 -0.23
H -2.4631 -2.3619 -2.8304 -0.009 0.085 -0.115 0.17
H 8.7381 -0.9402 3.9950 -0.152 -0.228 -0.064 0.29
H -4.3390 5.1226 -4.2373 0.129 0.161 -0.039 0.18
H -2.6197 0.3615 -4.2418 0.190 0.003 0.026 0.32
H -1.7868 6.3226 0.2603 -0.021 0.075 -0.184 0.27
H -1.8207 -5.1853 -0.8234 -0.068 -0.285 2.756 0.23
H 0.4323 3.4986 1.3876 0.010 -0.037 -0.124 0.35
H -0.5470 -1.7055 9.1532 0.141 0.108 -0.161 0.31
H 3.2087 1.8704 -8.9925 -0.060 -0.068 0.130 0.34
H 7.0421 -0.6888 3.5444 0.035 -0.238 0.059 0.27
H -0.1614 0.2196 -4.4896 0.067 -0.189 0.077 -0.18
H 4.4958 1.8996 -6.8892 -0.125 0.072 0.160 0.36
H 3.6295 3.4208 -7.1024 0.018 -0.147 0.144 0.31
H -7.5811 6.6022 -5.5464 0.113 -0.037 0.109 0.34
H 1.7044 2.1989 -8.1350 0.096 -0.071 0.087 0.36
H -4.0677 6.9793 0.9813 -0.011 -0.032 -0.156 0.35
H -0.0731 -2.9090 7.9408 0.121 0.246 -0.040 0.31
H 2.2221 4.3672 -0.0698 0.085 -0.093 -0.098 0.34
H 2.5483 0.6569 -7.8798 0.000 0.146 -0.040 0.30
H -2.5287 -2.6017 7.9123 0.199 -0.010 -0.046 0.37
H -3.8891 -1.3377 -2.9837 0.112 -0.047 -0.092 0.36
H 3.3381 2.9288 -1.7463 -0.116 -0.195 -0.032 0.29
H 5.8323 -0.3703 7.1289 -0.016 -0.023 -0.159 0.31
H -5.4920 6.2783 -6.8443 0.082 -0.150 0.131 0.32
H -0.9358 -1.1171 -5.3592 0.116 -0.084 0.163 0.35
H -6.2887 7.5885 -4.8659 0.028 -0.139 0.010 0.36
H -2.2779 7.8479 -0.4760 0.074 -0.151 -0.131 0.36
H -0.7374 -7.3355 1.3103 -0.046 1.513 -1.540 0.24
H -1.9829 0.3152 7.1204 -0.002 -0.114 0.093 0.37
H 5.3777 -4.4989 3.3992 -1.187 -2.781 -1.793 0.13
H -0.1252 3.4969 -0.2964 0.047 -0.115 0.082 0.02
H -0.4321 -7.2131 -0.5495 -0.726 1.475 2.001 0.36
H 2.7132 2.8418 0.6665 -0.021 0.063 -0.209 0.34
H 2.3959 -7.9693 1.9382 1.073 1.695 -0.858 0.26
H -6.7659 6.0790 -4.0604 0.004 0.081 -0.118 0.29
H -1.8307 -2.0717 6.3820 0.062 -0.053 0.281 0.02
H -3.1815 -2.0813 -4.4305 0.016 0.010 0.113 0.30
H -4.1313 5.4637 0.0842 0.051 0.111 -0.076 0.34
H 7.6221 0.4982 5.6716 0.080 -0.126 -0.114 0.30
H -1.0727 -4.3085 0.6673 -1.356 -2.139 -0.321 0.05
H 3.2197 -7.4939 0.2901 -0.714 0.862 2.181 0.22
H 1.6421 3.1802 -2.1970 -0.003 -0.191 0.042 0.15
H 3.4663 2.6040 -4.7517 -0.284 -0.035 0.000 0.19
H -3.5613 5.0690 -5.8295 0.087 0.208 0.210 0.31
H 3.1364 -4.2952 -0.3572 -2.289 -0.151 -0.168 0.24
H 2.5460 -1.8733 1.4249 -2.329 -0.600 -1.065 0.14
H 5.7687 -1.8860 6.2318 0.035 0.131 -0.100 0.36
H -3.5544 -0.4797 7.1869 0.124 -0.010 0.090 0.35
H 8.1132 -1.0271 6.4079 0.001 0.073 -0.199 0.28
H 1.0379 -4.8720 2.3126 -0.042 -0.120 0.002 -0.24
H -6.0070 4.7783 -6.0730 0.209 0.071 0.029 0.33
H -1.8658 0.0639 -2.6756 0.064 0.007 -0.233 0.28
H 0.3687 1.9830 0.4905 0.046 0.124 -0.090 0.25
H 0.7044 -1.1204 1.0148 2.300 -1.506 -0.801 0.11
H 0.5348 -2.5465 -1.1655 1.330 -1.108 3.223 0.05
H -1.1619 6.4095 -2.1526 -0.171 -0.214 -0.099 0.34
H -4.6252 6.9777 -0.7027 0.069 -0.056 0.088 0.27
H 1.7815 -4.7801 -1.5745 0.259 0.946 1.785 0.25
H -2.6410 -0.2121 8.6837 -0.002 0.018 -0.109 0.32
H 5.2748 -0.3720 5.4449 0.060 -0.102 0.132 0.32